{"formula": "C8H21NOP2SV", "method": "ωB97M-V/def2-TZVPD", "symbols": ["V", "H", "H", "P", "P", "C", "H", "H", "H", "C", "H", "H", "H", "C", "H", "H", "H", "C", "H", "H", "H", "C", "H", "H", "H", "C", "H", "H", "H", "C", "O", "H", "S", "C", "N"], "xyz": [[-0.04, -0.01, 0.08], [-0.78, -0.93, 1.15], [-0.79, 0.83, 1.27], [-0.10, -2.28, -0.33], [-0.10, 2.29, -0.32], [1.39, 3.27, 0.05], [1.25, 4.33, -0.22], [1.62, 3.21, 1.12], [2.25, 2.88, -0.51], [-0.40, 2.73, -2.07], [-1.34, 2.28, -2.41], [-0.45, 3.81, -2.23], [0.40, 2.31, -2.69], [-1.41, 3.26, 0.51], [-1.26, 3.21, 1.59], [-1.40, 4.31, 0.19], [-2.38, 2.82, 0.28], [-0.22, -2.72, -2.11], [-0.30, -3.80, -2.27], [-1.11, -2.24, -2.55], [0.65, -2.34, -2.64], [1.32, -3.31, 0.18], [1.43, -3.26, 1.27], [1.18, -4.36, -0.10], [2.24, -2.94, -0.28], [-1.52, -3.23, 0.35], [-2.45, -2.75, 0.02], [-1.50, -4.28, 0.03], [-1.48, -3.18, 1.44], [1.73, 0.00, 0.77], [2.70, 0.00, 1.48], [0.84, 0.02, -1.47], [-0.02, 0.00, 4.93], [-0.02, 0.01, 3.38], [0.06, 0.03, 2.12]], "nbo_charge": [-0.1577, 0.2310, 0.3391, 1.0703, 1.0094, -0.9232, 0.2798, 0.2530, 0.2653, -0.9147, 0.2560, 0.2761, 0.2672, -0.9355, 0.2458, 0.2797, 0.2544, -0.9203, 0.2728, 0.2536, 0.2643, -0.9234, 0.2510, 0.2826, 0.2639, -0.9367, 0.2540, 0.2758, 0.2447, 0.6537, -0.3828, 0.0059, 0.5436, 0.1237, -0.6227], "homo_ev": [-16.6, -16.6], "charge": 2, "total_energy_ev": -67252.1458, "molar_mass_g_mol": 292.22, "e_above_lowest_kj_mol": 319.0, "s2": 1.1298, "lumo_energy_ev": [-10.45, -10.36], "spin_multiplicity": 2}